Record 1
Below is a cluster of 9 separate species, C36H45N9 in total in a non-equilibrium geometry, with properties calculated with the ωB97M-V functional and the def2-TZVPD basis.

```
90
Properties=species:S:1:pos:R:3
N -1.79472 -4.31796 2.80093
C -2.62152 -4.54168 3.86220
C -3.58792 -3.57104 3.85598
C -3.42077 -2.83365 2.66473
C -2.29537 -3.29904 2.02088
H -0.95511 -4.82642 2.57678
H -2.40510 -5.37906 4.50595
H -4.46023 -3.46343 4.47899
H -3.99856 -1.97371 2.36130
H -1.75025 -3.10604 1.11323
N -0.77110 0.84871 3.80773
C -1.64070 1.82843 4.21215
C -0.89954 2.94987 4.48556
C 0.45073 2.61410 4.34319
C 0.51581 1.29770 3.96075
H -1.03944 -0.09918 3.60676
H -2.70499 1.67116 4.18114
H -1.28807 3.94124 4.65969
H 1.27824 3.24077 4.63594
H 1.36143 0.69193 3.68315
N 5.63836 -0.85462 -4.68535
C 4.30834 -1.13083 -4.44267
C 4.01946 -0.74861 -3.15714
C 5.20983 -0.18670 -2.61826
C 6.15944 -0.20545 -3.60532
H 6.10683 -1.12313 -5.52978
H 3.77076 -1.62192 -5.23725
H 3.13881 -0.87279 -2.55125
H 5.41846 0.16597 -1.62141
H 7.22512 -0.03183 -3.60074
N 3.08992 2.11659 -4.50802
C 2.36401 2.82008 -5.43230
C 1.60565 3.71165 -4.69789
C 1.74983 3.40102 -3.31194
C 2.78535 2.49333 -3.25002
H 3.83474 1.45457 -4.65271
H 2.45764 2.54510 -6.46749
H 0.85713 4.37658 -5.10201
H 1.22762 3.92483 -2.53275
H 3.30303 2.05059 -2.41587
N 0.38818 1.25852 -0.01812
C -0.70746 0.92025 0.72463
C -1.02806 -0.37041 0.39408
C -0.05476 -0.86434 -0.52302
C 0.81120 0.17990 -0.73940
H 0.80690 2.16148 -0.13740
H -1.15629 1.60869 1.41826
H -1.81323 -0.96635 0.82998
H -0.01185 -1.80229 -1.05094
H 1.66111 0.30489 -1.39032
N -5.26892 3.77462 0.40101
C -6.03100 4.61387 1.16699
C -5.60791 4.51472 2.46917
C -4.50221 3.62659 2.46817
C -4.37700 3.10460 1.20501
H -5.40030 3.60847 -0.57939
H -6.86079 5.10638 0.68761
H -6.10563 5.00147 3.29053
H -3.90584 3.13969 3.22428
H -3.64430 2.44888 0.76423
N -2.68320 -5.12167 -2.56431
C -2.59843 -4.08952 -1.66844
C -2.43252 -2.91302 -2.35961
C -2.39775 -3.25469 -3.73238
C -2.54668 -4.61222 -3.82563
H -2.90886 -6.06411 -2.30943
H -2.63056 -4.26969 -0.60645
H -2.32006 -1.94134 -1.90876
H -2.35318 -2.59784 -4.58568
H -2.54526 -5.21812 -4.71662
N 1.41999 -4.71416 1.56684
C 1.17666 -5.79423 2.38143
C 0.45726 -6.69880 1.63812
C 0.22395 -6.14452 0.36341
C 0.75589 -4.87603 0.37305
H 1.73763 -3.81676 1.89133
H 1.55599 -5.87620 3.38523
H 0.15127 -7.67527 1.97779
H -0.33534 -6.58239 -0.44591
H 0.86660 -4.03260 -0.29118
N 1.75888 5.52917 0.87004
C 2.11221 4.40212 0.18169
C 3.46057 4.23122 0.34809
C 3.91974 5.24774 1.20732
C 2.83552 6.02428 1.55911
H 0.83045 5.90159 0.95367
H 1.35671 3.87160 -0.36314
H 4.11073 3.50846 -0.11714
H 4.91162 5.36484 1.61138
H 2.67521 6.88539 2.18391
```

Computed properties:
Spin multiplicity: 1
Largest force on an atom: 1.6 eV/A
Relative energy (zero: lowest compared OMol25 entry of this formula, charge and spin): 1.595 eV
Lowest unoccupied orbital energy: 0.6 eV

Löwdin atomic charge list, values in e, 8 entries: 0.024 -0.135 -0.115 -0.119 -0.145 0.088 0.107 0.090

Record 2
Below is a cluster of 9 separate species, C36H45N9 in total in a non-equilibrium geometry, with properties calculated with the ωB97M-V functional and the def2-TZVPD basis.

```
90
Properties=species:S:1:pos:R:3
N -0.73396 1.45701 -2.75343
C 0.24204 2.00001 -3.62943
C -0.44496 2.69001 -4.65543
C -1.89196 2.54201 -4.23643
C -2.07196 1.71701 -3.14343
H -0.53696 0.92801 -2.04943
H 1.17704 2.00501 -3.25743
H 0.09804 3.34401 -5.44843
H -2.56896 3.08601 -4.81243
H -2.96596 1.42201 -2.62643
N 6.96504 1.00801 -3.00143
C 6.18004 1.31501 -1.85643
C 4.88004 1.41301 -2.34143
C 5.00104 0.77601 -3.73443
C 6.27704 0.79901 -4.13243
H 7.88604 0.55401 -2.76143
H 6.52304 1.18501 -0.63143
H 4.09504 1.39301 -1.72443
H 4.37704 0.43701 -4.43843
H 6.70904 0.66001 -4.99243
N 1.00004 -1.53899 -1.44343
C -0.07196 -1.82699 -0.61443
C 0.02504 -0.96599 0.45757
C 1.32504 -0.14799 0.13957
C 1.73904 -0.58399 -0.98643
H 1.08904 -2.00099 -2.29743
H -0.80396 -2.31799 -0.70543
H -0.61096 -0.85599 1.37757
H 1.52104 0.73601 0.75057
H 2.63904 -0.22599 -1.62643
N -5.14896 -2.47799 -3.10043
C -5.43496 -3.76599 -2.50943
C -4.73796 -3.80899 -1.31643
C -4.04396 -2.40299 -1.26043
C -4.40796 -1.63299 -2.39543
H -5.52496 -2.23199 -4.08543
H -5.97096 -4.54799 -2.76943
H -4.58696 -4.44799 -0.60343
H -3.43996 -1.97799 -0.41043
H -4.35096 -0.71399 -2.88443
N 2.01804 4.60101 0.05357
C 1.12904 3.55401 -0.12243
C 0.49104 3.37001 1.10857
C 0.94404 4.55901 1.97557
C 2.02904 5.15301 1.32857
H 2.73104 4.78401 -0.62343
H 1.00204 3.10701 -1.05143
H -0.26296 2.84401 1.28957
H 0.45904 4.83601 2.92857
H 2.82604 5.97101 1.36157
N -3.23496 1.95001 3.85157
C -1.95596 1.34501 4.25557
C -1.91596 1.69501 5.58957
C -3.13896 2.43701 5.94457
C -3.86796 2.58101 4.82857
H -3.85596 1.79801 2.97857
H -1.45496 0.73501 3.74957
H -1.19796 1.55701 6.10657
H -3.24496 2.95901 7.00257
H -4.83596 2.99601 4.63957
N 2.74904 -0.66999 5.55057
C 1.75604 -1.11899 4.62657
C 1.33504 -0.11599 3.82557
C 1.95304 1.09501 4.30857
C 2.72504 0.71201 5.34257
H 3.33804 -1.04999 6.17157
H 1.57404 -2.00799 4.54557
H 0.47404 -0.26899 3.12757
H 1.93604 1.97101 3.97157
H 3.41804 1.37601 6.01757
N 0.77204 -2.50799 -4.60143
C 1.02104 -3.71299 -3.96043
C 2.38604 -3.77699 -3.59343
C 2.91804 -2.39099 -4.12943
C 1.91804 -1.75699 -4.74543
H -0.04296 -2.20499 -5.03143
H 0.34704 -4.32299 -3.59643
H 2.75504 -4.62499 -3.00943
H 4.00104 -2.12799 -3.93143
H 1.91204 -0.80799 -5.34043
N -3.54796 -2.07099 3.83257
C -2.37496 -2.10199 3.09257
C -2.48096 -2.95499 2.08457
C -3.78196 -3.68699 2.32957
C -4.36196 -3.09799 3.35057
H -3.93996 -1.41799 4.78957
H -1.60296 -1.37399 3.31557
H -1.80196 -3.01299 1.39857
H -4.09396 -4.35599 1.68357
H -5.32196 -3.43899 3.88957
```

Computed properties:
Spin multiplicity: 1
Largest force on an atom: 13.6 eV/A
Relative energy (zero: lowest compared OMol25 entry of this formula, charge and spin): 16.382 eV
Lowest unoccupied orbital energy: 0.6 eV

Löwdin atomic charge list, values in e, 8 entries: 0.032 -0.115 -0.066 -0.118 -0.083 0.028 0.052 0.114

Record 3
Below is a structure of composition C36H46As3IrN11OSe in a non-equilibrium geometry, with properties calculated with the ωB97M-V functional and the def2-TZVPD basis.

```
99
Properties=species:S:1:pos:R:3
Ir 0.13678 0.01982 -0.10082
C 3.03826 -2.98644 -1.94281
As 2.35154 -1.55558 -0.76275
C 3.59805 -0.16349 -1.37612
C 3.24989 -1.95137 0.98668
C 2.64046 -2.98016 1.94215
C 2.28608 -4.26427 1.17978
C 1.40556 -2.43682 2.67039
As -0.20306 -1.74433 1.72627
C -1.24750 -3.31682 1.21915
C -1.17103 -1.23498 3.35798
C 3.69199 -3.40761 3.00089
As 4.70391 -2.17872 4.25573
C 5.87654 -1.05094 3.13695
C 3.51678 -0.74250 4.92154
H 4.12840 -3.00067 -1.86961
H 2.76404 -2.74114 -2.97079
H 2.65112 -3.97848 -1.71985
H 4.59217 -0.31532 -0.95211
H 3.23447 0.82731 -1.11645
H 3.67088 -0.21038 -2.46281
H 3.28572 -0.98672 1.50155
H 4.27417 -2.25346 0.74242
H 1.50753 -4.05357 0.43955
H 1.92589 -5.03914 1.85508
H 3.16390 -4.65451 0.66643
H 1.69873 -1.58178 3.28989
H 1.02557 -3.21633 3.34183
H -1.21967 -4.06478 2.01521
H -0.88555 -3.76036 0.29219
H -2.28437 -3.00644 1.07508
H -1.03042 -1.99838 4.12734
H -2.23927 -1.14916 3.15628
H -0.81232 -0.27736 3.74056
H 4.50697 -3.94504 2.50258
H 3.21758 -4.13575 3.66477
H 6.43218 -1.65494 2.42385
H 6.59522 -0.54649 3.78034
H 5.29194 -0.28840 2.62490
H 2.67696 -1.16130 5.47037
H 3.17132 -0.11793 4.09816
H 4.08647 -0.11147 5.60209
C -3.67204 2.78460 3.33810
N -3.11997 1.98755 2.26822
C -1.96764 2.12653 1.60895
N -1.79257 1.09101 0.79807
C -2.90479 0.34075 0.99990
N -3.71176 0.86167 1.88173
C -3.06038 2.40570 4.67277
C -3.86071 1.92738 5.70796
C -3.31044 1.57860 6.93341
C -1.95348 1.70036 7.15034
C -1.14549 2.20037 6.12422
C -1.69764 2.54215 4.88595
C 0.26390 2.34692 6.36188
N 0.92254 2.02032 7.44485
N 2.19621 2.24017 7.23508
C 2.33482 2.70214 6.02173
O 1.12444 2.77181 5.40852
C 3.54249 2.94977 5.27715
C 4.80889 2.82637 5.85400
C 5.92643 2.96233 5.04830
C 5.78613 3.19243 3.68599
C 4.52702 3.34873 3.11072
C 4.37351 3.63430 1.63490
N 3.13092 3.11078 1.12277
C 2.62342 1.88784 1.28135
N 1.44284 1.80848 0.67892
C 1.27220 3.05446 0.16321
N 2.27564 3.84686 0.42426
C 3.41138 3.24298 3.91919
H -4.74685 2.59519 3.35241
H -3.49659 3.84293 3.12586
H -1.30755 2.96530 1.69722
H -3.10174 -0.57669 0.48092
H -4.92463 1.83462 5.55962
H -3.94890 1.22117 7.72327
H -1.50047 1.42289 8.08887
H -1.05050 2.93222 4.11285
H 4.88888 2.64305 6.91356
H 6.91704 2.88767 5.47042
H 6.66219 3.27647 3.06260
H 5.20542 3.19668 1.07364
H 4.37020 4.71286 1.44758
H 3.11268 1.10289 1.81834
H 0.40904 3.36315 -0.39315
H 2.42043 3.39670 3.51757
Se 0.66937 2.20181 -3.62490
N -0.41902 1.42444 -4.70110
C -1.01554 0.39190 -4.11991
C -1.97346 -0.49308 -4.65146
C -2.43658 -1.47958 -3.81517
C -1.96402 -1.59277 -2.49265
N -1.06507 -0.78463 -1.97008
C -0.60090 0.19368 -2.76395
N 0.30676 1.06215 -2.30995
H -2.31158 -0.38004 -5.66939
H -3.17101 -2.18928 -4.16157
H -2.33769 -2.37909 -1.85037
```

Computed properties:
Total charge: +3
Spin multiplicity: 1
Largest force on an atom: 2.8 eV/A
Relative energy (zero: lowest compared OMol25 entry of this formula, charge and spin): 3.550 eV
Lowest unoccupied orbital energy: -9.9 eV

Löwdin atomic charge list, values in e, 8 entries: 0.882 -0.226 1.151 -0.271 -0.317 -0.679 -0.066 -0.295